1.
48
Properties=species:S:1:pos:R:3:forces:R:3 method="wB97M-V/def2-TZVPD" homo_lumo_gap_ev=9.24 total_charge=-1 e_homo_ha=-0.2379 e_lumo_ev=2.8 spin_multiplicity=1
C 1.445 2.436 1.122 0.234 0.538 0.872
O 2.679 2.099 0.615 1.089 -0.481 -0.757
C 0.359 2.368 0.064 -2.987 0.316 -0.240
C -0.090 0.944 -0.338 1.682 -0.643 1.445
C -1.385 0.418 0.164 -2.048 -1.567 2.289
C -1.511 -0.393 1.235 2.251 -0.283 0.649
C -2.690 0.667 -0.582 0.222 0.961 -2.066
C -3.674 1.693 0.037 1.599 -0.425 2.402
H 1.501 3.498 1.482 -0.107 -0.776 -0.156
H 1.303 1.783 2.050 -0.781 0.723 -1.093
H 0.473 2.869 -0.914 1.095 0.345 0.776
H -0.540 2.891 0.485 0.558 -0.258 -0.239
H 0.854 0.338 0.017 -2.023 0.366 -0.927
H -0.323 0.801 -1.377 1.168 0.252 -0.981
H -2.293 -1.111 1.457 -0.696 0.717 -0.193
H -0.637 -0.560 1.911 -0.489 0.073 -0.760
H -2.390 1.120 -1.545 -0.189 -0.411 0.003
H -3.240 -0.265 -0.848 0.523 0.539 0.335
H -3.096 2.309 0.782 -0.369 -0.020 -1.048
H -4.182 2.361 -0.660 -0.220 -0.474 0.144
H -4.276 1.120 0.762 -0.683 0.403 -0.687
H 0.609 -1.692 -2.392 -0.080 0.112 -0.355
H 1.457 -0.652 -3.036 -0.036 0.209 -0.112
O 0.564 -1.028 -3.112 0.208 -0.259 0.185
H 1.725 -2.526 -0.528 -0.347 -0.304 -0.895
H 0.620 -1.514 -0.479 -0.268 -0.858 -0.214
O 0.775 -2.440 -0.784 0.252 0.978 1.189
H 2.861 1.104 0.673 0.419 0.542 0.078
H 4.316 -0.246 1.397 0.045 0.083 -0.012
O 3.581 -0.322 0.784 -0.235 -0.265 -0.036
H -3.494 -2.925 1.185 0.146 -0.083 -0.024
H -2.590 -3.854 0.335 -0.654 0.371 0.101
O -3.501 -3.510 0.421 0.535 -0.283 -0.061
H -2.168 -2.000 -1.507 0.120 -0.216 -0.799
H -1.684 -2.266 -2.988 -0.012 0.274 0.496
O -2.464 -2.189 -2.418 -0.020 -0.067 0.240
H -1.436 2.290 2.318 0.351 0.461 0.107
H -2.433 2.800 3.272 -0.035 0.350 0.226
O -1.618 3.092 2.847 -0.302 -0.906 -0.259
H 4.186 -2.081 -1.471 -0.050 -0.261 -0.175
H 3.643 -1.650 -0.077 -0.045 0.051 -0.012
O 3.473 -2.287 -0.859 0.512 -0.180 0.700
H 2.305 -0.747 1.836 0.225 -0.213 0.283
H 1.575 -2.011 1.629 -0.261 -0.266 0.291
O 1.656 -1.336 2.314 -0.034 0.200 -0.385
H 3.296 -0.469 -1.313 -0.160 0.749 -0.287
H 3.201 0.995 -1.841 0.031 -0.051 0.320
O 3.256 0.077 -2.124 -0.134 -0.062 -0.358

***

2.
65
Properties=species:S:1:pos:R:3:forces:R:3 method="wB97M-V/def2-TZVPD" homo_lumo_gap_ev=7.88 total_charge=0 e_homo_ha=-0.2999 e_lumo_ev=-0.3 spin_multiplicity=1
O 1.168 -0.740 0.554 0.579 0.042 0.025
H 0.578 -1.471 0.371 -0.467 -0.410 -0.091
H 0.606 0.034 0.531 -0.355 0.605 -0.119
O 4.141 0.041 -0.583 0.194 0.052 0.210
H 3.280 -0.335 -0.770 -0.528 0.014 0.025
H 4.760 -0.557 -1.003 0.236 -0.054 -0.096
O 2.995 0.401 2.672 0.174 0.057 0.544
H 2.642 0.169 1.813 -0.278 -0.255 -0.528
H 3.851 0.786 2.484 0.350 0.022 -0.157
C -2.805 -1.166 -1.347 1.845 3.530 1.050
O -1.963 -0.228 -1.193 -0.805 -2.343 -0.633
N -2.594 -2.438 -1.042 0.630 -1.057 0.000
N -4.067 -0.868 -1.688 -0.299 -0.705 -0.027
H -1.654 -2.698 -0.780 -0.114 -0.452 0.144
H -3.315 -3.131 -1.177 0.516 0.013 0.116
H -4.599 -1.727 -1.720 -1.128 1.108 -0.637
H -4.246 0.057 -2.051 -0.401 -0.631 -0.150
C 0.612 3.111 -2.149 -0.050 2.760 -1.302
O 0.823 4.268 -1.770 -0.607 -0.759 -0.359
N 0.920 2.026 -1.506 1.099 -2.751 1.702
N 0.076 2.769 -3.356 -0.872 1.944 -1.873
H 0.995 2.060 -0.499 0.102 -0.113 0.042
H 0.697 1.217 -2.068 -0.058 -0.457 1.126
H -0.235 3.546 -3.922 0.249 -0.119 0.122
H 0.024 1.867 -3.807 0.000 -0.100 0.607
C -3.281 2.941 0.843 1.544 -1.839 -1.043
O -3.026 3.792 1.641 1.285 1.514 2.425
N -2.581 1.813 0.544 0.025 0.350 1.124
N -4.295 3.083 0.032 -4.527 0.732 -2.891
H -1.684 1.699 0.993 -0.062 -0.265 -0.331
H -2.990 1.149 -0.097 0.948 -0.009 0.206
H -4.930 3.867 0.083 0.530 0.010 0.516
H -4.607 2.434 -0.676 0.614 -0.119 0.326
C 0.707 3.054 2.573 -4.517 -1.110 -4.814
O 0.544 2.556 1.416 1.426 -0.085 0.943
N 1.587 2.804 3.428 5.876 -1.999 2.838
N -0.261 3.756 3.054 -3.637 2.822 1.062
H 2.189 2.063 3.097 0.584 -0.220 0.753
H 1.423 2.968 4.411 0.284 -0.146 -0.429
H -0.277 4.058 4.017 -0.111 0.020 -0.384
H -1.127 3.745 2.534 -0.364 0.434 -0.049
C 0.564 -0.901 -4.199 -0.317 0.226 -2.131
O -0.172 0.058 -4.217 -0.800 1.097 0.833
N 1.200 -1.259 -5.316 1.655 -0.660 -2.054
N 0.711 -1.773 -3.225 -0.145 -0.749 2.520
H 1.862 -2.022 -5.312 -0.160 0.267 -0.166
H 1.212 -0.639 -6.114 -0.082 -0.084 0.362
H 1.463 -2.448 -3.221 -0.352 0.233 0.290
H 0.250 -1.473 -2.378 0.147 -0.457 0.340
C 1.254 -3.895 -0.504 -2.335 -0.268 0.776
O 0.069 -3.725 -0.326 -1.892 0.583 -0.493
N 2.145 -3.610 0.365 3.202 1.923 4.164
N 1.842 -4.472 -1.497 1.386 -2.493 -5.500
H 1.870 -3.079 1.178 0.477 -0.083 0.012
H 3.103 -3.822 0.126 -0.175 0.491 0.988
H 2.851 -4.501 -1.526 -0.451 -0.263 -0.234
H 1.357 -4.985 -2.220 -0.103 0.255 0.274
C -0.396 -1.638 4.025 -1.223 0.650 -1.943
O -1.126 -2.225 3.243 -0.025 -0.754 -0.862
N -0.584 -1.667 5.291 -1.373 -1.543 5.347
N 0.449 -0.703 3.675 2.028 1.567 -2.965
H -0.100 -1.046 5.925 -0.488 -0.184 -0.152
H -1.506 -2.028 5.486 0.344 -0.059 0.813
H 1.212 -0.287 4.189 -0.265 -0.280 -0.224
H 0.387 -0.630 2.669 1.037 0.555 0.012

***

3.
56
Properties=species:S:1:pos:R:3:forces:R:3 method="wB97M-V/def2-TZVPD" homo_lumo_gap_ev=9.35 total_charge=0 e_homo_ha=-0.3467 e_lumo_ev=-0.1 spin_multiplicity=1
O 1.072 2.614 1.518 -0.620 -0.292 0.044
C -0.060 2.213 1.262 1.440 0.125 -0.020
C -0.759 1.152 2.045 -3.229 1.144 -1.038
C -1.040 -0.097 1.227 2.275 -1.238 -1.086
C -1.711 -0.077 -0.133 -2.477 -0.682 0.177
C -3.296 -0.021 -0.032 0.542 2.002 -0.913
C -3.765 -0.080 -1.467 0.310 -1.122 -1.016
C -4.145 -1.198 -2.092 -0.768 -1.388 2.053
H -0.503 2.727 0.379 -0.617 -0.692 0.294
H -1.784 1.652 2.215 1.184 -0.565 0.233
H -0.326 0.941 3.010 0.197 -0.083 -0.259
H -0.041 -0.508 1.031 -0.024 0.144 -0.058
H -1.436 -0.915 1.811 -0.627 0.139 0.506
H -1.590 -0.998 -0.722 0.680 -0.076 0.667
H -1.415 0.678 -0.852 0.308 0.516 0.280
H -3.569 0.974 0.430 0.040 -0.934 -0.415
H -3.799 -0.792 0.547 0.452 -0.281 0.153
H -3.460 0.654 -2.185 -0.199 1.283 0.149
H -4.507 -1.393 -3.096 0.565 0.664 -0.126
H -4.246 -2.097 -1.437 -0.158 0.507 -0.495
H 2.002 1.255 -2.226 -0.533 -0.249 -0.548
H 1.736 1.960 -1.016 -0.704 0.101 0.436
O 1.228 1.615 -1.766 1.148 0.117 -0.037
H -2.122 -4.305 0.294 -0.369 0.303 -0.034
H -3.534 -4.318 1.024 0.197 0.359 -0.122
O -2.788 -4.845 0.735 0.073 -0.662 0.101
H 0.975 4.256 0.254 -0.217 0.718 0.196
H 2.113 5.082 0.625 -0.005 0.506 0.117
O 1.170 5.195 0.442 0.336 -0.886 -0.319
H 1.556 -3.134 2.370 0.474 0.482 -0.112
H 1.426 -1.931 1.290 0.681 -0.003 0.178
O 1.016 -2.690 1.717 -1.041 -0.543 -0.209
H -0.258 -3.808 -1.871 -0.091 -0.031 0.105
H -0.008 -4.279 -0.450 -0.088 0.275 0.323
O -0.660 -3.812 -0.989 0.673 -0.340 0.073
H -0.221 3.285 4.449 0.035 -0.056 0.165
H 0.794 2.727 3.466 0.002 -0.076 0.044
O 0.200 2.460 4.181 0.209 0.726 0.632
H 3.111 -0.385 0.323 0.028 -0.236 -0.217
H 2.134 -0.665 -0.887 0.227 -0.155 -0.085
O 2.183 -0.379 0.031 -0.131 0.051 0.571
H 5.154 0.286 1.444 -0.390 0.128 0.309
H 5.280 -0.880 0.510 -0.084 -0.287 0.080
O 4.721 -0.551 1.225 0.558 0.052 -0.455
H 3.001 1.076 1.858 0.338 -0.195 -0.219
H 2.969 2.391 2.444 0.404 0.406 -0.007
O 3.621 1.789 2.066 -0.498 -0.160 0.211
H -1.861 2.411 -2.364 0.045 0.105 -0.298
H -0.501 1.957 -2.834 0.360 0.067 0.066
O -1.286 2.420 -3.142 -0.413 -0.063 0.267
H 1.251 -1.221 -3.117 0.092 -0.236 -0.276
H 2.603 -1.834 -3.620 -0.228 0.019 -0.130
O 2.160 -1.430 -2.870 -0.023 0.315 0.471
H -1.649 -2.976 -2.404 -0.464 -0.499 -1.482
H -1.753 -3.815 -3.812 -0.321 -0.026 0.652
O -1.421 -3.032 -3.364 0.448 0.800 0.422

***

4.
57
Properties=species:S:1:pos:R:3:forces:R:3 method="wB97M-V/def2-TZVPD" homo_lumo_gap_ev=9.38 total_charge=+1 e_homo_ha=-0.4260 e_lumo_ev=-2.2 spin_multiplicity=1
C -1.683 1.592 1.625 0.077 -0.158 0.109
C -1.380 0.096 1.599 0.061 0.410 -0.044
C -0.221 -0.291 0.677 -0.260 0.337 -0.336
C 0.726 -2.524 1.089 -0.309 -0.509 -0.458
C -0.187 -1.782 0.450 0.776 0.106 0.365
C -1.211 -2.297 -0.508 0.482 -0.925 -1.045
C 0.875 -4.016 1.011 -0.669 -0.470 -0.132
N -2.199 2.060 0.285 0.348 -0.519 0.999
H -2.440 1.808 2.371 -0.309 0.025 -0.049
H -0.824 2.203 1.898 0.198 -0.078 -0.201
H -2.271 -0.453 1.297 -0.132 0.168 -0.031
H -1.190 -0.256 2.616 0.107 0.234 -0.156
H 0.711 0.070 1.107 0.170 -0.052 0.025
H -0.327 0.218 -0.308 0.071 -0.289 0.349
H 1.436 -2.063 1.761 0.036 0.383 0.022
H -1.173 -3.399 -0.616 -0.075 0.595 0.181
H -1.003 -1.911 -1.533 -0.282 0.020 0.643
H -2.221 -2.040 -0.214 -0.052 0.198 -0.083
H 1.878 -4.345 0.743 0.127 0.164 -0.070
H 0.660 -4.485 1.973 0.116 0.085 0.205
H 0.166 -4.498 0.321 0.342 0.281 0.071
H -2.458 3.040 0.328 -0.156 0.022 -0.181
H -3.009 1.424 0.038 0.068 0.377 -0.095
H -1.487 1.933 -0.436 -0.181 0.134 -0.144
H -3.621 0.197 -1.289 0.007 0.097 -0.281
H -4.061 -0.642 -0.068 -0.145 0.066 0.106
O -4.094 0.252 -0.445 -0.039 -0.255 0.184
H 2.363 -0.436 -2.415 -0.109 -0.315 -0.083
H 1.883 -1.896 -2.124 0.007 0.050 0.008
O 1.864 -1.202 -2.790 0.032 0.248 0.112
H -1.679 0.679 -2.750 0.012 -0.099 0.253
H -2.745 1.697 -3.020 -0.150 0.148 0.256
O -2.350 1.229 -2.271 0.313 -0.204 -0.966
H 2.920 5.175 0.428 -0.084 -0.125 0.015
H 3.042 3.743 1.060 -0.395 0.410 -0.115
O 2.446 4.340 0.520 0.372 -0.282 0.177
H 1.799 3.503 -0.774 -0.272 -0.217 -0.411
H 1.334 3.538 -2.269 -0.043 -0.097 0.065
O 1.384 2.950 -1.507 0.038 0.445 0.474
H -2.293 -2.368 2.547 0.078 -0.121 -0.013
H -0.974 -2.800 3.204 -0.030 -0.019 -0.061
O -1.756 -2.257 3.341 -0.162 -0.161 0.258
H 2.435 1.701 -1.744 0.424 0.168 -0.372
H 3.668 1.322 -2.699 -0.187 0.261 -0.015
O 3.169 1.053 -1.923 0.134 -0.500 0.404
H -4.599 -2.150 1.870 0.117 0.262 0.054
H -4.171 -3.148 0.846 0.249 0.034 -0.210
O -3.928 -2.273 1.182 -0.593 -0.287 0.276
H 0.334 -0.611 -3.401 -0.181 0.164 0.167
H -0.773 -0.872 -4.423 -0.168 0.201 0.058
O -0.556 -0.286 -3.687 0.316 -0.355 -0.121
H 6.039 0.775 0.437 0.021 -0.011 -0.153
H 4.660 0.815 -0.323 0.241 -0.021 0.340
O 5.086 0.810 0.559 -0.384 -0.062 -0.425
H 3.621 2.278 2.805 -0.034 0.195 0.035
H 4.417 2.049 1.510 -0.030 0.257 0.137
O 3.967 2.751 2.041 0.093 -0.413 -0.101

***

5.
59
Properties=species:S:1:pos:R:3:forces:R:3 method="wB97M-V/def2-TZVPD" homo_lumo_gap_ev=9.01 total_charge=0 e_homo_ha=-0.3377 e_lumo_ev=-0.2 spin_multiplicity=1
C -0.984 0.704 0.172 -1.224 -0.338 -0.462
N -1.468 1.340 -1.070 1.011 -0.587 0.789
C -1.480 2.811 -1.030 0.510 0.312 -1.844
C -0.641 3.297 -2.247 -0.093 -1.733 -0.321
C -0.653 2.081 -3.172 -0.363 -0.603 -1.944
C -0.756 0.856 -2.269 -0.162 0.450 -0.575
C -2.120 0.503 1.176 0.140 0.366 0.494
C -1.618 0.369 2.617 -0.128 0.617 0.449
H -0.183 1.261 0.649 0.247 0.042 -0.135
H -0.632 -0.279 -0.154 0.368 0.025 0.295
H -1.004 3.310 -0.187 -0.605 -0.498 0.685
H -2.506 3.084 -1.229 -0.285 0.694 0.599
H 0.408 3.372 -1.962 -0.073 0.843 0.158
H -1.078 4.153 -2.747 0.401 0.408 0.217
H 0.150 1.988 -3.918 0.723 0.216 0.862
H -1.423 2.079 -3.960 -0.812 0.246 0.864
H 0.235 0.415 -2.126 0.043 0.223 0.635
H -1.340 0.063 -2.732 -0.077 -0.127 -0.209
H -2.743 -0.345 0.888 0.050 -0.071 0.024
H -2.793 1.365 1.161 0.140 0.116 -0.255
H -0.724 0.965 2.821 0.257 -0.186 -0.465
H -2.309 0.858 3.309 -0.342 -0.577 0.015
H -1.411 -0.650 2.931 -0.087 -0.035 0.060
H -3.115 0.169 -1.613 -0.373 0.768 0.641
H -4.530 -0.509 -1.143 0.148 0.708 0.155
O -3.691 -0.607 -1.592 0.436 -1.350 -0.608
H 0.649 -3.226 -3.148 -0.107 -0.020 0.005
H 0.108 -2.332 -2.032 0.045 -0.148 -0.318
O 0.659 -2.318 -2.831 -0.131 -0.016 0.013
H 0.428 -1.593 1.255 -0.081 -0.479 0.171
H 0.984 -1.848 2.724 -0.232 -0.222 -0.149
O 1.060 -1.321 1.924 0.578 0.634 -0.026
H 2.444 1.815 -1.036 0.262 -0.265 -0.024
H 2.304 0.541 -0.160 0.235 -0.120 -0.015
O 1.942 1.417 -0.319 -0.199 0.456 -0.025
H 3.172 -2.089 1.949 -0.060 0.010 -0.016
H 3.666 -3.281 1.142 0.009 0.066 -0.052
O 3.913 -2.702 1.870 -0.012 -0.042 0.015
H 2.129 3.445 2.543 -0.152 0.630 0.167
H 1.390 2.278 3.005 -0.397 -0.088 0.321
O 1.454 3.220 3.205 0.471 -0.537 -0.576
H -2.056 -4.071 1.355 -0.118 -0.255 -0.120
H -0.816 -3.975 2.155 0.152 -0.230 0.135
O -1.435 -4.639 1.827 -0.121 0.456 0.085
H -2.112 -1.875 -1.164 -0.189 0.344 -0.090
H -2.438 -3.305 -1.383 0.104 -0.152 -0.184
O -1.676 -2.736 -1.225 -0.334 -0.159 0.310
H 3.682 0.083 3.728 0.139 -0.136 0.060
H 2.230 0.078 4.125 -0.217 0.077 0.081
O 3.052 -0.392 4.281 0.036 0.025 -0.155
H -0.147 -4.138 -0.704 -0.210 -0.114 0.321
H 0.547 -4.806 0.518 -0.349 -0.170 -0.122
O 0.632 -4.115 -0.142 0.739 0.361 -0.127
H 1.652 3.769 0.147 0.190 -0.294 -0.117
H 0.935 4.783 0.969 0.169 0.215 0.144
O 1.799 4.620 0.569 -0.318 -0.046 0.039
H 2.656 -2.038 -2.813 0.098 0.240 0.200
H 2.446 -0.641 -2.379 -0.352 0.337 -0.006
O 3.156 -1.258 -2.529 0.499 -0.287 -0.071

***

| no. | molecular weight (g/mol) |
| --- | --- |
| 1 | 275.3 |
| 2 | 474.4 |
| 3 | 328.4 |
| 4 | 312.4 |
| 5 | 329.4 |